Entry 1
Density functional theory data (wB97M-V/def2-TZVPD) for 2 unconnected molecules or ions with the total composition C5H10O2.

Geometry as XYZ:
```
17
Properties=species:S:1:pos:R:3:lowdin_spin:R:1
C 0.052 2.473 0.641 0.0390
C 1.265 -2.049 0.375 0.4099
C 0.079 -1.420 0.472 0.1233
O -1.146 -1.931 0.268 0.0468
C -0.055 -0.023 0.969 0.1125
C 0.582 1.089 0.482 0.2058
H -0.217 2.770 1.669 0.0094
H 0.806 3.222 0.454 0.0010
H -0.772 2.589 -0.027 0.0102
H 1.318 -3.139 0.266 0.0160
H 2.180 -1.697 0.824 0.0158
H -1.273 -2.694 -0.349 0.0006
H -0.778 0.201 1.766 0.0006
H 1.555 0.988 0.035 0.0076
H -1.093 -0.852 -2.882 0.0000
H -1.128 0.406 -2.048 0.0005
O -1.376 0.069 -2.914 0.0008
```

E_LUMO (alpha / beta) in eV: -4.68 / -8.37
2S+1: 2
Net charge: +1
HOMO-LUMO gap (alpha / beta) in eV: 10.15 / 6.44

---

Entry 2
Density functional theory data (wB97M-V/def2-TZVPD) for 2 unconnected molecules or ions with the total composition C5H10O2.

Geometry as XYZ:
```
17
Properties=species:S:1:pos:R:3:lowdin_spin:R:1
C 2.778 0.165 1.998 0.2397
C 1.636 -0.219 1.412 0.0498
C 1.115 0.320 0.195 0.3333
C -0.246 0.616 0.000 0.1778
O -1.183 -0.037 0.614 0.1250
C -0.721 1.398 -1.163 0.0255
H 3.079 -0.266 2.945 0.0116
H 3.403 0.914 1.531 0.0094
H 1.060 -1.053 1.811 0.0024
H 1.841 0.697 -0.515 0.0092
H -0.803 -0.558 1.345 0.0001
H -1.800 1.385 -1.189 0.0001
H -0.373 0.892 -2.064 0.0090
H -0.380 2.431 -1.139 0.0071
H -3.720 -1.900 -2.332 0.0000
H -2.855 -2.813 -1.491 0.0000
O -2.831 -1.972 -1.957 0.0001
```

E_LUMO (alpha / beta) in eV: -4.35 / -7.26
2S+1: 2
Net charge: +1
HOMO-LUMO gap (alpha / beta) in eV: 9.87 / 7.17

---

Entry 3
Density functional theory data (wB97M-V/def2-TZVPD) for 2 unconnected molecules or ions with the total composition C5H10O2.

Geometry as XYZ:
```
17
Properties=species:S:1:pos:R:3:lowdin_spin:R:1
C -0.799 2.015 -1.296 0.4686
C -0.753 1.356 -0.082 0.0745
C 0.218 0.424 0.288 0.1538
C 0.397 0.018 1.611 0.1287
O 0.452 0.999 2.499 0.0859
C 1.045 -1.248 2.093 0.0166
H -1.782 2.142 -1.745 0.0198
H 0.062 2.300 -1.886 0.0240
H -1.382 1.755 0.717 0.0098
H 0.742 -0.190 -0.439 0.0077
H 1.001 0.769 3.272 0.0007
H 0.717 -2.101 1.497 0.0023
H 0.946 -1.444 3.154 0.0000
H 2.099 -1.115 1.804 0.0074
H -0.619 -1.831 -4.666 0.0000
H -0.919 -2.381 -3.351 0.0000
O -0.652 -2.674 -4.215 0.0001
```

E_LUMO (alpha / beta) in eV: -5.43 / -6.71
2S+1: 2
Net charge: +1
HOMO-LUMO gap (alpha / beta) in eV: 8.25 / 7.29

---

Quick ranking, most stable first: entry 2, entry 3, entry 1.